Molecular formula: C37H82FN4O5
Method: DFT, ωB97M-V with the def2-TZVPD basis set

Gap between HOMO and LUMO, hartree: 0.3194
HOMO, eV: -12.5
Energy, eV: -58606.789
Maximum force, eV Å⁻¹: 1.16

```
! RIJCOSX wB97M-V def2-TZVPD def2/J DEFGRID3
* xyz 1 1
C 4.8447 2.9856 0.2572
C 4.0158 1.9327 -0.3997
O 4.4094 0.9778 -1.0196
O 2.6672 2.1394 -0.2041
C 1.8614 1.1877 -0.8534
N 0.4559 1.5178 -0.6379
C -0.0946 2.6912 -0.8518
N 0.5947 3.7492 -1.3394
C 0.7155 5.0060 -0.5855
O 2.0355 5.4189 -0.8243
N 2.3159 6.6319 0.0249
O 3.1728 6.4092 0.7471
N -1.4789 2.8130 -0.6534
C -1.8566 3.3839 0.6542
C -1.2180 2.6591 1.8163
O -1.3172 1.4957 2.0350
F -0.4740 3.4618 2.5813
H 5.8756 2.8348 -0.0546
H 4.7592 2.8687 1.3399
H 4.4974 3.9809 -0.0130
H 2.0503 1.1134 -1.9280
H 2.0218 0.1987 -0.4235
H -0.1425 0.7592 -0.3360
H 1.4795 3.4888 -1.7580
H 0.5468 4.8455 0.4844
H -0.0065 5.7453 -0.9490
H -1.8866 1.8810 -0.6953
H -1.6420 4.4504 0.7004
H -2.9391 3.2886 0.7599
C 1.3198 -5.1623 2.2217
C 2.2237 -4.0454 1.7086
C 2.9156 -3.2568 2.8205
C 1.9700 -2.5227 3.7735
C 1.0178 -1.5388 3.1006
C 1.7424 -0.4044 2.3860
H 0.5012 -4.7744 2.8299
H 0.8771 -5.7162 1.3930
H 1.8855 -5.8696 2.8303
H 1.6422 -3.3688 1.0723
H 2.9931 -4.4792 1.0648
H 3.6077 -2.5407 2.3666
H 3.5370 -3.9383 3.4078
H 2.5703 -1.9835 4.5131
H 1.3819 -3.2491 4.3394
H 0.3594 -1.1112 3.8603
H 0.3672 -2.0639 2.3954
H 2.3690 0.1617 3.0787
H 1.0183 0.2894 1.9490
H 2.3810 -0.7804 1.5812
C -1.2489 2.5036 -4.0776
C -2.6130 1.8379 -3.9345
C -2.5421 0.3111 -3.9535
C -2.0107 -0.3031 -5.2488
C -2.7971 0.0817 -6.5004
C -4.2539 -0.3717 -6.4636
H -0.7722 2.2684 -5.0290
H -1.3360 3.5887 -4.0106
H -0.5877 2.1644 -3.2745
H -3.2849 2.2013 -4.7146
H -3.0559 2.1488 -2.9821
H -3.5371 -0.0886 -3.7437
H -1.9034 -0.0258 -3.1240
H -2.0191 -1.3923 -5.1430
H -0.9611 -0.0253 -5.3863
H -2.3061 -0.3687 -7.3655
H -2.7535 1.1632 -6.6573
H -4.3206 -1.4547 -6.3434
H -4.7653 -0.1073 -7.3889
H -4.8043 0.0932 -5.6433
C 5.8029 -0.9777 8.2324
C 5.4710 0.5100 8.3049
C 4.0520 0.8406 7.8455
C 3.7525 0.4886 6.3878
C 4.6800 1.1424 5.3645
C 4.6097 2.6671 5.3626
H 5.7533 -1.3550 7.2096
H 6.8106 -1.1692 8.6016
H 5.1086 -1.5606 8.8408
H 6.1992 1.0765 7.7178
H 5.5858 0.8490 9.3369
H 3.8631 1.9048 8.0114
H 3.3392 0.3082 8.4823
H 2.7183 0.7753 6.1662
H 3.7967 -0.5965 6.2580
H 4.4087 0.7764 4.3689
H 5.7113 0.8235 5.5338
H 3.5916 3.0091 5.1595
H 5.2638 3.0867 4.5959
H 4.9205 3.0871 6.3193
C -0.9343 -5.1293 -5.4916
C 0.1910 -4.1104 -5.3363
C 1.2835 -4.5498 -4.3620
C 0.8113 -4.7669 -2.9229
C 0.1406 -3.5536 -2.2841
C 1.0642 -2.3445 -2.1752
H -1.4608 -5.2990 -4.5510
H -1.6700 -4.7881 -6.2206
H -0.5441 -6.0884 -5.8364
H -0.2279 -3.1480 -5.0243
H 0.6504 -3.9375 -6.3124
H 2.0894 -3.8103 -4.3765
H 1.7287 -5.4811 -4.7225
H 1.6717 -5.0613 -2.3140
H 0.1174 -5.6099 -2.8865
H -0.2014 -3.8307 -1.2832
H -0.7558 -3.2787 -2.8471
H 1.9510 -2.5808 -1.5824
H 0.5427 -1.5129 -1.6853
H 1.3935 -1.9943 -3.1549
C -7.7618 2.5365 0.1906
C -6.3523 2.0240 0.4682
C -5.5173 1.8361 -0.7978
C -6.0600 0.8062 -1.7880
C -6.2502 -0.5992 -1.2212
C -4.9515 -1.2457 -0.7459
H -8.3340 1.8333 -0.4149
H -8.3090 2.6867 1.1210
H -7.7328 3.4913 -0.3378
H -6.4046 1.0862 1.0268
H -5.8408 2.7383 1.1216
H -4.4936 1.5567 -0.5083
H -5.4318 2.7994 -1.3133
H -5.3766 0.7535 -2.6421
H -7.0128 1.1573 -2.1906
H -6.6893 -1.2258 -2.0003
H -6.9732 -0.5820 -0.4020
H -4.2300 -1.3078 -1.5652
H -5.1344 -2.2580 -0.3860
H -4.4952 -0.6843 0.0728
*
```